Entry from the OMol25 dataset: a molecular structure, C38H55As2N4O5PPtTe in a non-equilibrium geometry (wB97M-V/def2-TZVPD).

Properties
net charge: +2
HOMO level (alpha / beta): -12.791 / -13.414 eV
<S²>: 6.02
E_LUMO (alpha / beta): -5.26 / -8.66 eV
multiplicity: 5

Geometry as XYZ:
```
107
Properties=species:S:1:pos:R:3:forces:R:3:mulliken_spin:R:1
Pt -0.632 -0.409 0.328 -0.155 0.088 0.493 1.359
C -1.227 -1.199 4.056 -0.083 0.042 -0.116 0.030
As -1.639 0.007 2.584 0.193 -0.351 0.377 0.279
C -1.342 1.718 3.477 -0.075 0.044 -0.191 0.026
C -3.572 -0.102 2.424 0.177 -0.077 0.095 -0.093
C -4.309 -0.925 3.265 0.018 0.146 -0.007 0.008
C -5.692 -0.981 3.150 -0.019 -0.050 -0.004 0.002
C -6.342 -0.237 2.179 0.000 -0.065 0.061 0.009
C -5.610 0.556 1.308 0.009 0.107 -0.262 -0.004
C -4.229 0.624 1.435 0.438 -0.107 0.072 0.089
As -3.227 1.781 0.236 -1.585 0.344 0.004 0.564
C -3.632 3.551 0.987 0.581 0.185 0.024 0.086
C -4.279 1.849 -1.401 0.244 -0.102 -0.137 0.037
H -1.783 -0.892 4.942 -0.008 -0.007 -0.011 0.008
H -0.162 -1.134 4.274 0.005 0.055 -0.070 -0.002
H -1.474 -2.228 3.801 -0.017 0.015 -0.039 -0.006
H -2.197 1.938 4.115 0.004 -0.049 0.008 0.005
H -1.197 2.522 2.757 0.059 -0.054 -0.016 -0.002
H -0.447 1.630 4.090 0.050 -0.012 -0.055 0.006
H -3.814 -1.524 4.017 -0.036 0.008 0.038 0.001
H -6.257 -1.615 3.820 -0.023 0.003 -0.021 -0.001
H -7.418 -0.283 2.084 -0.003 0.008 -0.004 0.001
H -6.125 1.104 0.528 -0.025 0.010 0.028 0.001
H -3.363 4.340 0.286 0.030 -0.085 -0.058 0.002
H -3.109 3.717 1.926 0.004 -0.082 -0.022 -0.007
H -4.706 3.568 1.170 -0.043 -0.192 -0.070 0.029
H -5.185 2.425 -1.215 0.009 -0.002 0.147 0.027
H -4.533 0.843 -1.730 -0.002 0.000 0.101 -0.006
H -3.709 2.346 -2.185 0.042 0.038 0.107 -0.003
O -1.448 0.717 -1.603 0.230 0.312 0.084 0.071
C -2.031 0.123 -2.528 -0.014 -0.280 -0.413 -0.025
C -2.742 -1.109 -2.483 0.068 -0.124 0.434 -0.007
C -3.244 -1.608 -3.700 -0.041 -0.049 -0.253 0.018
C -3.896 -2.805 -3.743 0.185 0.186 0.141 0.011
C -4.075 -3.576 -2.580 0.041 0.036 -0.074 0.006
C -3.609 -3.110 -1.383 -0.044 0.119 0.149 0.003
C -2.956 -1.851 -1.270 -0.059 -0.039 -0.253 0.033
O -2.615 -1.421 -0.104 0.298 0.092 -0.044 0.154
N -4.390 -3.303 -5.029 -0.141 -0.063 -0.263 -0.001
O -4.172 -2.623 -6.013 -0.025 -0.109 0.190 0.002
O -4.988 -4.360 -5.020 0.107 0.138 0.024 0.001
H -1.996 0.594 -3.525 0.019 0.021 0.051 0.001
H -3.109 -1.045 -4.615 -0.001 -0.036 -0.034 0.001
H -4.575 -4.531 -2.660 -0.024 0.003 0.008 0.000
H -3.749 -3.671 -0.467 -0.021 -0.039 -0.033 -0.001
C 5.896 -5.149 0.712 -0.007 -0.056 0.054 -0.002
C 4.538 -4.521 0.636 -0.147 0.137 -0.076 0.030
C 3.827 -4.481 -0.559 0.116 0.007 0.132 -0.008
C 2.538 -3.970 -0.629 -0.225 0.044 -0.135 -0.022
C 1.828 -3.968 -1.958 -0.005 -0.111 0.122 -0.020
C 1.951 -3.483 0.543 -0.031 0.144 -0.074 -0.048
Te -0.118 -3.014 0.552 0.292 0.251 0.121 1.246
C 2.669 -3.439 1.746 -0.197 0.130 0.086 -0.101
C 2.073 -2.861 3.003 -0.010 -0.104 -0.101 0.120
C 3.949 -3.962 1.770 0.096 -0.042 -0.048 0.000
H 6.317 -5.313 -0.277 0.033 0.022 0.007 0.000
H 5.819 -6.118 1.209 0.040 -0.001 -0.016 0.003
H 6.581 -4.539 1.299 0.025 0.004 -0.031 0.001
H 4.290 -4.860 -1.463 -0.018 -0.017 -0.010 0.000
H 1.492 -4.973 -2.220 -0.030 0.017 -0.008 0.003
H 2.500 -3.634 -2.749 -0.031 0.022 -0.015 0.003
H 0.955 -3.310 -1.954 0.023 0.026 -0.113 0.029
H 1.422 -2.013 2.768 0.054 0.038 0.047 -0.045
H 2.857 -2.517 3.675 -0.025 0.016 0.043 0.000
H 1.481 -3.613 3.532 -0.013 0.038 0.037 0.009
H 4.507 -3.942 2.699 -0.012 0.000 0.012 0.000
O 0.757 1.331 0.799 -0.635 -0.822 -0.007 -0.092
P 1.751 2.100 -0.032 0.930 0.622 -1.011 0.062
N 2.081 1.369 -1.497 -0.516 0.217 0.645 0.000
C 1.959 2.071 -2.781 -0.016 0.083 -0.124 0.000
C 2.503 1.051 -3.772 -0.027 -0.007 0.106 0.001
C 1.996 -0.282 -3.210 0.076 0.134 -0.069 -0.002
C 2.027 -0.078 -1.693 0.072 -0.208 0.218 -0.047
N 3.214 2.338 0.716 -0.522 -0.267 -0.024 0.009
C 3.126 2.423 2.188 0.073 0.038 0.058 -0.004
C 3.397 0.992 2.693 0.050 0.041 -0.068 -0.003
C 4.143 0.296 1.530 0.023 0.137 0.003 0.005
C 4.323 1.405 0.478 0.081 -0.124 0.087 0.000
N 1.195 3.617 -0.311 0.072 -0.427 0.111 0.006
C 2.030 4.826 -0.451 0.088 0.106 0.087 0.002
C 1.065 5.868 -1.020 -0.060 -0.102 0.074 0.000
C -0.304 5.405 -0.511 0.074 -0.019 -0.074 0.005
C -0.201 3.889 -0.645 -0.130 -0.003 -0.078 -0.010
H 2.528 3.000 -2.770 0.000 -0.020 -0.025 0.001
H 0.912 2.307 -3.009 0.015 0.008 0.003 -0.001
H 3.594 1.075 -3.755 0.007 0.002 -0.037 0.000
H 2.166 1.240 -4.789 0.033 -0.002 -0.017 0.000
H 2.618 -1.119 -3.521 -0.058 -0.044 0.006 0.000
H 0.977 -0.473 -3.551 -0.037 -0.001 0.001 0.001
H 2.888 -0.568 -1.227 -0.013 -0.025 -0.012 -0.003
H 1.130 -0.519 -1.208 0.108 -0.003 -0.131 0.122
H 2.153 2.810 2.491 0.040 0.041 0.045 0.000
H 3.899 3.111 2.535 -0.039 0.019 -0.011 0.000
H 2.453 0.487 2.901 0.010 -0.016 0.022 0.001
H 3.988 1.007 3.607 -0.039 -0.012 0.030 0.000
H 3.545 -0.523 1.123 0.012 -0.029 -0.001 -0.004
H 5.105 -0.111 1.839 -0.018 -0.069 -0.007 0.000
H 4.328 1.055 -0.551 0.029 0.025 0.022 0.000
H 5.252 1.949 0.660 -0.012 0.007 -0.043 0.000
H 2.889 4.647 -1.098 -0.016 0.036 -0.006 0.000
H 2.408 5.130 0.527 0.017 -0.007 -0.031 0.001
H 1.080 5.845 -2.111 0.008 0.017 -0.002 0.000
H 1.318 6.874 -0.693 0.015 0.020 -0.048 0.000
H -1.129 5.814 -1.093 -0.017 0.035 0.035 0.000
H -0.436 5.689 0.535 -0.006 -0.009 0.015 0.000
H -0.429 3.586 -1.675 -0.044 -0.040 0.063 -0.005
H -0.865 3.335 0.028 0.075 0.075 -0.022 0.046
```
Positions in Å, forces in eV/Å.

=====

Entry from the OMol25 dataset: a molecular structure, C3H9NS2 in a non-equilibrium geometry (wB97M-V/def2-TZVPD).

Properties
HOMO level: -8.578 eV
E_LUMO: -2.11 eV

Geometry as XYZ:
```
15
Properties=species:S:1:pos:R:3:forces:R:3:nbo_charge:R:1
N 0.208 1.519 -0.355 0.641 1.499 -1.233 -0.832
C 0.602 0.446 0.441 -0.714 -1.550 -1.470 -0.062
C 1.368 -0.641 -0.368 -0.034 0.434 0.521 -0.624
C -0.722 -0.195 1.032 2.713 1.768 5.630 -0.505
S -0.410 -1.207 2.326 -0.695 -0.386 -0.559 0.080
S -1.350 -0.853 -1.451 -0.994 -0.486 -0.878 -0.218
H -2.612 -0.384 -1.359 0.161 -0.100 0.161 0.138
H -0.210 2.325 0.085 -0.040 -0.222 0.165 0.370
H 1.316 0.775 1.157 -0.110 0.272 1.262 0.223
H 1.826 -0.226 -1.252 0.225 0.312 -0.144 0.228
H 2.123 -1.054 0.281 0.348 -0.240 0.051 0.226
H 0.754 -1.466 -0.698 -0.124 -0.294 0.108 0.205
H -1.507 0.543 1.272 -0.092 -0.378 -0.786 0.232
H -1.067 -0.746 0.022 -0.943 -1.118 -2.358 0.162
H -0.318 1.164 -1.131 -0.342 0.488 -0.469 0.377
```
Positions in Å, forces in eV/Å.

=====

Entry from the OMol25 dataset: 2 unconnected molecules or ions with the total composition C4H4O3 in a non-equilibrium geometry (wB97M-V/def2-TZVPD).

Properties
SMILES: O=CC=O.C#CO
HOMO level: -9.223 eV
E_LUMO: -0.85 eV

Geometry as XYZ:
```
11
Properties=species:S:1:pos:R:3:forces:R:3:nbo_charge:R:1
O 3.436 -0.071 -0.425 0.576 0.210 -1.403 -0.457
C 2.467 0.004 0.254 0.853 -0.903 2.649 0.325
C 1.123 0.501 -0.241 -1.598 0.901 -2.199 0.320
O 0.158 0.579 0.463 0.626 0.285 0.844 -0.468
H 2.650 -0.332 1.380 -1.374 0.763 -1.655 0.133
H 0.930 0.834 -1.376 1.317 -0.800 1.893 0.139
C -1.782 -1.348 0.033 -0.113 0.961 -0.719 -0.407
C -2.265 -0.270 -0.248 1.162 -3.751 1.397 0.329
O -3.012 0.746 -0.236 -0.830 3.571 -0.015 -0.653
H -1.127 -2.172 0.188 -0.164 -0.053 -0.168 0.231
H -2.578 1.530 0.206 -0.454 -1.182 -0.625 0.508
```
Positions in Å, forces in eV/Å.

=====

Entry from the OMol25 dataset: a molecular structure, C32H30BiN5OS2 in a non-equilibrium geometry (wB97M-V/def2-TZVPD).

Properties
net charge: +2
HOMO level (alpha / beta): -12.607 / -12.607 eV
E_LUMO (alpha / beta): -7.92 / -7.92 eV

Geometry as XYZ:
```
71
Properties=species:S:1:pos:R:3:forces:R:3:mulliken_charge:R:1
Bi 0.031 -0.434 0.058 2.409 1.411 1.869 1.807
C -4.360 2.650 2.107 -0.743 0.598 1.016 -1.236
C -4.644 2.993 0.673 -0.395 -0.289 -0.960 0.875
C -5.082 2.024 -0.260 0.973 0.159 0.629 -0.454
C -5.070 2.320 -1.602 -0.642 -0.290 -1.030 -0.371
C -4.828 3.608 -2.085 -0.485 -0.385 -0.234 -0.579
C -4.587 4.608 -1.169 -0.146 0.161 0.412 -0.494
C -4.480 4.293 0.185 0.364 -0.250 0.617 -0.555
H -3.336 2.267 2.269 -0.484 -0.166 -0.141 0.048
H -5.133 1.976 2.548 0.778 0.155 -0.442 0.348
H -4.424 3.565 2.733 0.109 -0.415 -0.361 0.409
H -5.345 1.009 0.036 0.096 0.184 0.188 0.418
H -5.351 1.530 -2.312 0.131 0.392 0.279 0.406
H -4.972 3.818 -3.151 0.273 -0.037 0.472 0.411
H -4.550 5.643 -1.472 0.202 0.067 -0.087 0.436
H -4.251 5.057 0.928 -0.021 0.062 -0.307 0.345
C -3.436 -3.022 1.440 -0.204 -0.634 0.607 -0.776
C -2.901 -4.336 1.455 0.067 0.132 0.243 -0.491
C -1.498 -4.508 1.536 -1.089 0.373 -0.320 -0.749
C -0.667 -3.370 1.470 -2.386 -0.446 -0.174 0.462
N -1.208 -2.149 1.362 -0.761 0.705 0.231 -0.303
C -2.549 -1.970 1.468 0.276 0.372 -0.357 -0.046
C 0.759 -3.468 1.457 2.363 -0.963 -0.891 0.887
C 1.385 -4.726 1.612 -1.559 0.276 0.710 -0.756
C 2.715 -4.838 1.398 0.765 -0.698 -0.662 -1.003
C 3.457 -3.720 1.072 0.147 -0.185 0.862 -0.692
C 2.845 -2.486 1.100 -1.881 0.272 -0.342 0.395
N 1.473 -2.377 1.145 0.646 -0.945 0.223 -0.034
C 3.599 -1.245 1.179 2.149 1.663 -1.186 0.992
C 4.948 -1.249 0.715 -1.226 -0.016 1.207 -0.553
C 5.783 -0.200 1.090 0.446 -0.573 0.556 -0.701
C 5.272 0.861 1.833 -1.066 -0.279 -0.374 -0.664
C 3.885 0.849 2.117 0.336 0.135 -0.403 -0.154
N 3.058 -0.146 1.741 0.344 -0.378 0.736 -0.224
H -4.520 -2.797 1.504 0.854 -0.429 -0.151 0.429
H -3.599 -5.208 1.461 0.857 0.821 -0.056 0.418
H -1.069 -5.511 1.565 -0.309 0.445 0.071 0.246
H -2.905 -0.923 1.570 0.270 -0.747 -0.327 0.573
H 0.832 -5.604 1.942 0.103 0.347 -0.159 0.334
H 3.189 -5.817 1.446 -0.030 0.267 0.101 0.454
H 4.519 -3.862 1.032 0.311 0.342 -0.179 0.388
H 5.293 -2.157 0.237 0.367 0.319 -0.105 0.419
H 6.870 -0.341 1.011 -0.504 0.419 -0.512 0.407
H 5.913 1.686 2.129 -0.183 -0.196 0.219 0.446
H 3.437 1.667 2.716 0.225 -0.546 -0.614 0.375
C -0.133 2.619 1.877 -0.182 -1.061 1.416 -1.052
C 0.691 2.928 0.693 0.671 -0.275 -0.737 0.508
N 0.931 2.003 -0.209 0.639 0.726 -0.350 0.441
C 1.729 2.489 -1.300 -2.829 1.053 3.583 -0.196
C 1.836 3.845 -1.215 1.456 0.206 -0.288 -0.680
S 1.392 4.501 0.335 -1.030 -1.738 -0.937 -0.086
C 2.203 1.553 -2.226 1.098 -0.687 -4.028 0.414
C 2.738 2.016 -3.429 -0.082 0.043 1.484 -0.829
S 3.349 0.746 -4.389 -0.583 -0.663 1.338 -0.098
C 2.793 -0.394 -3.160 -1.379 0.878 0.807 0.276
N 2.159 0.162 -2.129 0.402 0.685 -0.270 0.100
C 2.889 -1.871 -3.260 0.116 -0.466 -0.018 -0.925
H -1.177 2.364 1.577 0.647 0.310 0.198 -0.017
H -0.149 3.439 2.582 -0.310 0.341 -0.017 0.538
H 0.289 1.767 2.513 -0.377 0.806 -1.119 0.223
H 2.335 4.475 -1.953 -0.096 -0.129 0.485 0.388
H 2.850 3.092 -3.608 0.091 -0.769 -0.452 0.323
H 3.806 -2.047 -3.803 0.198 -0.658 -0.270 0.454
H 2.039 -2.339 -3.805 0.557 0.392 0.304 0.265
H 2.990 -2.338 -2.253 -0.156 0.458 -0.679 0.101
C -1.594 -1.226 -2.540 -0.707 0.495 -1.695 -1.270
C -1.524 -0.120 -1.533 -1.809 1.926 -2.039 0.636
O -2.103 0.971 -1.599 1.629 -2.805 0.758 -0.406
H -0.648 -1.228 -3.149 -0.732 0.029 0.594 0.284
H -2.469 -1.187 -3.233 0.688 0.506 0.348 0.342
H -1.719 -2.179 -2.075 0.333 -0.811 0.712 0.369
```
Positions in Å, forces in eV/Å.

=====

Entry from the OMol25 dataset: a single C24H45BClNO11 molecule in a non-equilibrium geometry (wB97M-V/def2-TZVPD).

Properties
SMILES: CCCOC[C@](CC(=O)Cl)(C[C@H](C)O)O[C@@H](CCC(N)=O)[C@@H](O[C@@H](CC=O)OCCOCC)B(O)OCC
HOMO level: -9.439 eV
E_LUMO: -0.05 eV

Geometry as XYZ:
```
83
Properties=species:S:1:pos:R:3:forces:R:3:mulliken_charge:R:1
C 2.305 3.321 2.133 0.139 -0.542 0.465 -0.593
C 1.831 2.696 3.559 0.342 -0.023 -0.817 -0.579
C 0.441 1.901 3.460 0.222 1.549 1.059 -0.302
O 0.592 0.512 3.078 -0.788 0.859 -0.844 -0.076
C -0.589 0.008 2.429 -1.120 0.587 -0.216 -1.033
C -0.343 -1.234 1.445 -1.688 -1.553 2.553 1.041
C -1.556 -1.254 0.388 0.465 0.721 -1.099 -0.155
C -2.990 -1.533 1.011 -0.989 1.699 2.058 0.419
O -3.550 -0.883 1.899 2.279 -2.315 -3.329 -0.485
Cl -3.916 -2.962 0.276 0.850 1.130 0.358 -0.215
C -0.560 -2.562 2.376 1.312 0.331 -0.313 -1.126
C -0.515 -3.936 1.550 0.318 -1.401 1.638 0.717
C -1.631 -5.015 2.050 0.174 0.389 -0.766 -1.262
O 0.777 -4.580 1.836 -0.599 0.343 0.174 -0.596
O 0.966 -1.374 0.902 -1.528 1.277 -0.366 -0.278
C 1.436 -0.250 0.154 2.622 1.174 -1.295 1.975
C 3.057 -0.377 0.160 0.562 -0.387 1.309 -1.423
C 3.683 0.068 1.598 -0.679 -0.477 -0.202 0.611
C 3.990 -1.176 2.549 0.964 -1.998 0.013 0.189
N 3.623 -1.013 3.992 0.335 -0.203 -1.743 -0.498
O 4.534 -2.246 2.199 -1.371 3.590 0.495 -0.609
C 1.017 -0.205 -1.391 -0.163 -0.890 -1.006 -0.339
O 1.587 0.969 -2.077 -2.124 0.544 1.450 -0.456
C 0.624 2.021 -2.157 0.505 2.224 -1.408 -0.663
C -0.419 1.849 -3.402 0.616 -1.445 -0.014 0.583
C 0.182 2.612 -4.661 -1.302 3.520 0.791 -0.149
O 0.008 3.864 -4.713 0.807 -4.325 -0.037 -0.501
O -0.077 2.294 -0.927 0.499 -0.016 -1.061 -0.166
C -0.683 3.607 -0.920 -1.599 0.564 1.218 -0.697
C -2.209 3.401 -0.401 0.720 -0.644 -0.148 0.253
O -3.189 3.679 -1.435 -0.375 -0.753 1.573 -0.439
C -4.439 3.050 -1.025 -0.844 -1.075 0.293 -0.321
C -4.724 1.671 -1.830 -0.608 0.522 0.058 -0.688
B 1.554 -1.503 -2.264 0.913 -1.104 -0.603 0.658
O 1.861 -2.762 -1.625 -1.753 1.547 -1.282 -0.451
O 1.752 -1.414 -3.707 -1.545 -0.278 1.693 -0.610
C 0.462 -1.787 -4.300 -0.759 -0.331 -0.079 0.061
C 0.501 -3.221 -5.012 0.207 0.597 0.457 -1.114
H 1.582 4.155 1.840 1.166 -1.016 0.352 0.279
H 3.394 3.692 2.220 -1.822 -0.293 -0.126 0.312
H 2.314 2.543 1.296 -0.170 1.029 1.143 0.008
H 1.686 3.591 4.248 0.058 -1.250 -0.709 0.403
H 2.669 2.045 4.007 -1.406 0.829 -0.668 0.285
H -0.224 2.505 2.743 0.821 -1.140 0.685 0.143
H -0.056 2.004 4.499 0.594 -0.527 -1.510 0.317
H -1.128 0.822 1.807 1.071 -0.875 0.949 0.135
H -1.359 -0.294 3.235 1.123 0.316 -1.288 0.316
H -1.279 -1.965 -0.472 -0.784 0.852 1.461 0.518
H -1.604 -0.203 -0.087 -0.221 -1.460 0.712 -0.413
H 0.370 -2.574 3.062 -1.411 -0.063 -1.028 0.314
H -1.453 -2.455 3.078 0.947 -0.118 -1.324 0.551
H -0.527 -3.806 0.412 -0.055 -0.096 1.718 -0.038
H -1.157 -6.055 2.199 -0.564 1.767 -0.231 0.391
H -2.388 -5.129 1.207 0.630 0.139 1.459 0.274
H -2.104 -4.661 3.029 0.451 -0.588 -1.482 0.265
H 0.753 -4.934 2.758 -0.129 0.511 -1.104 0.360
H 1.226 0.780 0.591 -0.271 -1.494 -0.209 -0.462
H 3.394 -1.472 0.030 -0.758 1.701 -0.186 0.351
H 3.554 0.295 -0.610 -1.003 -0.941 0.717 0.332
H 2.910 0.717 2.121 1.288 -0.805 -0.486 -0.824
H 4.650 0.667 1.407 -1.430 -1.039 0.577 0.483
H 4.264 -1.628 4.523 -0.843 0.141 -0.526 0.338
H 2.650 -1.364 4.045 0.655 0.442 0.291 0.246
H -0.107 -0.155 -1.589 1.184 -0.164 0.678 0.178
H 1.216 2.981 -2.410 -0.566 -1.563 0.436 0.613
H -1.482 2.182 -3.117 1.761 -0.086 -0.617 0.218
H -0.450 0.722 -3.610 -0.070 1.521 0.146 -0.314
H 0.778 2.099 -5.493 -0.742 0.313 1.166 0.338
H -0.669 4.146 -1.923 0.013 -0.855 1.211 0.406
H -0.183 4.256 -0.115 -0.329 -0.960 -1.312 0.193
H -2.414 4.008 0.550 0.219 -0.613 -1.376 0.252
H -2.323 2.287 -0.129 0.443 1.529 -0.211 -0.184
H -4.427 2.764 0.094 0.142 0.771 -1.612 0.250
H -5.324 3.766 -1.180 1.524 -0.915 0.105 0.381
H -5.207 0.871 -1.159 0.754 1.291 -0.879 0.224
H -5.498 1.934 -2.636 1.375 -0.695 0.881 0.286
H -3.775 1.226 -2.283 -1.276 0.765 0.549 0.128
H 1.003 -3.172 -1.372 1.038 0.196 0.325 0.249
H -0.317 -1.806 -3.449 0.699 -0.088 -1.243 0.051
H 0.104 -0.972 -5.025 0.765 -1.119 0.959 0.313
H 0.664 -4.012 -4.190 -0.109 1.103 -1.529 0.224
H 1.352 -3.204 -5.771 -1.044 -0.230 1.158 0.279
H -0.468 -3.432 -5.583 1.260 0.369 0.954 0.352
```
Positions in Å, forces in eV/Å.